# 1
DFT (ωB97M-V/def2-TZVPD) results for a structure of composition C18H29F3NO5P2STi at a distorted geometry.

The total charge is 0. For the energy above the lowest of the compared OMol25 structures with the same formula, charge and spin, the calculation gives 0.0 kJ/mol. The HOMO-LUMO gap (spin up / spin down) comes out at 6.419 / 6.648 eV. Its molar mass is 538.31 g/mol. The spin multiplicity is 2. The value obtained for the highest occupied orbital energy (spin up / spin down) is -6.8 / -6.8 eV. For the calculated total energy, the calculation gives -3364.14556 hartree.

Positions of all 60 atoms, in Å:
C1 -0.71 3.84 -1.66
C2 -0.92 2.54 -1.10
N1 -0.10 2.14 -0.04
C3 0.98 2.90 0.29
C4 1.13 4.21 -0.18
C5 0.25 4.70 -1.15
C6 -2.00 1.71 -1.45
P1 -2.17 0.04 -0.78
Ti1 -0.19 0.07 0.62
P2 2.33 0.50 0.99
C7 2.02 2.30 1.23
C8 -0.03 -2.17 0.24
C9 -1.10 -2.93 0.72
C10 -1.01 -4.31 0.91
C11 0.16 -4.98 0.52
C12 1.18 -4.26 -0.10
C13 1.06 -2.87 -0.30
O1 -0.70 1.07 -6.19
O2 1.19 -3.22 -4.48
H1 -1.33 4.12 -2.52
H2 1.87 4.83 0.32
H3 0.36 5.73 -1.51
C14 -3.68 0.31 0.23
C15 -2.76 -1.08 -2.09
H4 2.99 2.82 1.13
H5 1.62 2.42 2.26
H6 -1.29 1.51 -5.57
H7 -2.79 2.16 -2.10
C16 2.93 -0.12 2.56
C17 3.79 0.49 -0.10
H8 -2.07 -2.46 0.91
H9 -1.85 -4.87 1.34
H10 0.25 -6.05 0.68
H11 2.08 -4.79 -0.43
H12 1.82 -2.36 -0.89
H13 0.60 0.29 -0.97
H14 0.32 -3.08 -4.04
H15 1.57 -2.36 -4.77
H16 0.18 1.11 -5.72
H17 1.28 -0.01 -0.66
H18 -4.58 0.38 -0.39
H19 -3.81 -0.52 0.94
H20 -3.58 1.23 0.81
H21 -3.63 -0.70 -2.66
H22 -1.95 -1.22 -2.82
H23 -3.02 -2.05 -1.64
H24 4.66 0.96 0.38
H25 4.06 -0.54 -0.36
H26 3.60 1.01 -1.04
H27 3.97 0.17 2.74
H28 2.29 0.23 3.38
H29 2.86 -1.21 2.53
F1 -0.72 0.32 5.95
C18 -0.86 0.84 4.71
F2 -1.84 1.77 4.71
F3 0.32 1.44 4.36
S1 -1.23 -0.41 3.34
O3 -0.03 -1.20 3.07
O4 -2.50 -1.07 3.57
O5 -1.28 0.64 2.21



# 2
DFT (ωB97M-V/def2-TZVPD) results for a cluster of 12 separate species, C12H48N24O12 in total at a distorted geometry.

The total charge is 0. For the energy above the lowest of the compared OMol25 structures with the same formula, charge and spin, the calculation gives 690.0 kJ/mol. The HOMO-LUMO gap comes out at 9.087 eV. Its molar mass is 720.67 g/mol. As for the SMILES: NC(N)=O.NC(N)=O.NC(N)=O.NC(N)=O.NC(N)=O.NC(N)=O.NC(N)=O.NC(N)=O.NC(N)=O.NC(N)=O.NC(N)=O.NC(N)=O. The spin multiplicity is 1. The value obtained for the highest occupied orbital energy is -9.0 eV. For the calculated total energy, the calculation gives -2703.39818 hartree.

Positions of all 96 atoms, in Å:
N1 -0.69 -3.84 0.70
C1 0.12 -4.27 -0.24
N2 1.27 -4.52 0.25
O1 -0.24 -4.20 -1.41
H1 -1.62 -3.60 0.40
H2 -0.50 -4.04 1.67
H3 2.02 -4.35 -0.40
H4 1.47 -4.47 1.24
N3 2.96 -2.54 -2.22
C2 2.67 -1.52 -2.83
N4 2.46 -0.54 -1.94
O2 2.68 -1.40 -4.03
H5 3.37 -3.31 -2.74
H6 3.39 -2.31 -1.33
H7 2.34 -0.74 -0.96
H8 2.24 0.35 -2.37
N5 -4.70 0.81 1.77
C3 -4.63 1.28 0.56
N6 -5.82 1.29 -0.08
O3 -3.54 1.51 0.13
H9 -3.80 0.55 2.16
H10 -5.53 0.27 1.97
H11 -6.57 1.20 0.60
H12 -5.88 1.59 -1.04
N7 -0.40 0.15 -4.43
C4 -1.28 0.04 -3.49
N8 -1.17 -1.08 -2.85
O4 -1.95 0.96 -3.12
H13 -0.19 1.12 -4.61
H14 0.27 -0.56 -4.71
H15 -0.58 -1.86 -3.08
H16 -1.82 -1.15 -2.08
N9 -0.30 0.73 -0.25
C5 -0.17 -0.19 0.64
N10 -1.32 -0.68 1.02
O5 0.90 -0.54 1.14
H17 0.61 1.18 -0.31
H18 -1.17 1.02 -0.67
H19 -1.41 -1.55 1.53
H20 -2.07 -0.11 0.66
N11 2.24 -4.62 4.33
C6 1.45 -3.68 3.86
N12 2.08 -2.56 3.80
O6 0.34 -3.88 3.33
H21 1.86 -5.55 4.44
H22 3.05 -4.30 4.84
H23 1.57 -1.74 3.51
H24 2.95 -2.54 4.32
N13 3.66 -2.26 1.13
C7 4.24 -1.24 1.60
N14 3.43 -0.27 1.97
O7 5.42 -1.12 1.81
H25 4.12 -3.15 1.03
H26 2.65 -2.15 1.19
H27 2.46 -0.35 1.69
H28 3.77 0.49 2.54
N15 -2.44 -3.63 3.98
C8 -3.57 -3.74 4.54
N16 -4.11 -4.94 4.57
O8 -4.03 -2.80 5.22
H29 -2.05 -2.71 4.10
H30 -1.97 -4.47 3.66
H31 -4.93 -5.17 5.11
H32 -3.60 -5.64 4.04
N17 2.88 3.78 4.01
C9 2.77 3.47 2.77
N18 1.58 3.66 2.37
O9 3.66 2.93 2.14
H33 3.77 3.81 4.48
H34 2.07 4.21 4.42
H35 1.38 3.37 1.42
H36 0.87 4.06 2.96
N19 2.68 1.45 -5.49
C10 2.02 2.14 -4.50
N20 2.32 1.83 -3.29
O10 1.18 2.96 -4.77
H37 3.09 0.54 -5.35
H38 2.49 1.64 -6.46
H39 3.22 1.36 -3.33
H40 1.87 2.23 -2.48
N21 -4.31 4.65 -3.51
C11 -4.36 4.09 -2.30
N22 -3.51 3.17 -2.26
O11 -4.97 4.49 -1.29
H41 -5.15 5.17 -3.71
H42 -3.65 4.28 -4.18
H43 -3.56 2.60 -1.43
H44 -2.96 2.90 -3.07
N23 1.49 5.30 -1.65
C12 0.80 4.18 -1.41
N24 -0.52 4.23 -1.65
O12 1.27 3.09 -1.04
H45 2.48 5.14 -1.55
H46 1.10 6.02 -2.25
H47 -1.15 3.52 -1.30
H48 -0.88 5.06 -2.11